Record 1
Density functional theory data (ωB97M-V with the def2-TZVPD basis set) for 2 unconnected molecules or ions with the total composition C17H19 in a non-equilibrium geometry.

Results
HOMO (eV): -11.96
Net charge: +1
E (eV): -17929.030
Energy relative to the best compared isomer or geometry (same formula, charge and spin) (eV): 0.000
Gap between HOMO and LUMO (eV): 6.07

Each line ends with the Löwdin charge.
Element x y z (Å)
1 H -1.1192 -1.6065 -2.2563  0.13
2 C -2.0742 2.4972 -0.1830  0.02
3 C 1.6963 0.1896 -1.4725  0.02
4 H 1.0436 4.4873 1.0062  0.12
5 H 2.0282 1.1672 -1.1442  0.10
6 H 1.6534 -2.4669 0.8670  0.08
7 C 0.8915 -2.2381 -2.6427  -0.04
8 C 0.1719 3.9193 0.6746  -0.03
9 H 3.7098 -0.4823 -1.8645  0.12
10 C -0.7701 1.8938 -0.3339  -0.20
11 H 1.3524 2.2726 -0.0256  0.09
12 H -2.9518 1.9741 -0.5648  0.13
13 C -1.1085 4.4462 0.8719  -0.02
14 C 0.3153 -0.1517 -1.4554  -0.19
15 C 1.0604 -2.6802 1.7712  -0.05
16 H -1.2386 5.4075 1.3773  0.13
17 H 0.6806 -0.0200 1.7782  0.08
18 C 2.6472 -0.7194 -1.9463  -0.04
19 H -2.1045 -2.4306 2.7144  0.09
20 C 2.2548 -1.9266 -2.5307  -0.02
21 C -2.2335 3.7259 0.4345  -0.04
22 C 0.3494 2.6650 0.0815  0.01
23 C -0.7238 0.5918 -0.8687  0.07
24 H -1.1948 -0.0417 1.8067  0.07
25 C -0.0603 -1.3684 -2.1353  0.02
26 H 1.6713 -2.4208 2.6533  0.10
27 H -1.3037 -3.7682 1.8650  0.07
28 C -0.2567 -0.5791 1.7258  0.00
29 H 3.0073 -2.6338 -2.8961  0.13
30 C -1.5193 -2.6962 1.8184  -0.06
31 H 0.5877 -3.1716 -3.1154  0.12
32 H -1.7161 0.1915 -1.0986  0.14
33 C -0.2345 -1.9197 1.7577  -0.40
34 H -2.1384 -2.4954 0.9300  0.08
35 H -3.2298 4.1428 0.5874  0.12
36 H 0.8566 -3.7547 1.8128  0.08


Record 2
Density functional theory data (ωB97M-V with the def2-TZVPD basis set) for a molecular structure, C17H19BBaN6O3 in a non-equilibrium geometry.

Results
HOMO (spin up / spin down) (eV): -14.01 / -13.90
Net charge: +2
E (eV): -34376.717
Energy relative to the best compared isomer or geometry (same formula, charge and spin) (eV): 0.000
Gap between HOMO and LUMO (spin up / spin down) (eV): 4.67 / 4.25

Each line ends with the Löwdin charge.
Element x y z (Å)
1 C -2.7180 -3.1271 -1.5686  -0.04
2 C 2.2302 2.5660 -0.6872  -0.15
3 H 0.9856 -4.9595 -1.1451  0.13
4 N 2.0694 -1.6055 -1.4981  -0.16
5 H -3.7243 -3.3805 -1.8434  0.10
6 H 3.0908 2.8061 -1.3248  0.06
7 H 4.4984 -2.3279 -3.5949  0.10
8 C -2.3864 3.8485 2.2661  -0.17
9 C -1.6060 -3.9663 -1.6262  -0.05
10 N 1.1696 -3.5596 0.6266  0.03
11 N -0.9075 -1.9692 -0.8822  -0.12
12 B 0.8932 -3.7982 -0.8904  -0.48
13 H 3.5135 -0.1878 -2.1946  0.10
14 H -1.4971 -4.9887 -1.9474  0.13
15 H 1.9051 3.4444 -0.1130  0.06
16 H 1.4135 2.3116 -1.3970  -0.07
17 H -3.1450 7.1578 2.3382  0.14
18 C -2.5500 6.0725 0.5648  0.05
19 C -2.1694 4.8293 0.0465  0.06
20 C -2.7722 5.1018 2.7782  0.08
21 H -2.9900 5.1658 3.8430  0.15
22 C -2.2416 -1.8996 -1.0748  -0.15
23 H 1.5774 -5.4784 1.3934  0.15
24 C 2.8616 -3.3957 -2.5706  -0.05
25 O -2.2790 2.8019 3.0959  0.19
26 N 1.9365 -2.9716 -1.6937  -0.04
27 C 3.6626 -2.3145 -2.9274  -0.04
28 C -2.0935 3.7151 0.8783  -0.03
29 C 1.3721 -2.3596 2.4427  -0.06
30 C 1.4819 -4.4333 1.6091  0.07
31 C -2.8472 6.1931 1.9276  0.01
32 H 2.8830 -4.4367 -2.8739  0.14
33 N -0.5389 -3.2770 -1.1774  -0.04
34 N 1.1002 -2.2847 1.1284  0.09
35 O -1.1717 2.4017 -0.8683  -0.18
36 H -1.9161 2.0446 2.5161  0.10
37 H -1.9202 4.7035 -1.0054  0.14
38 C -1.5195 2.4454 0.3559  -0.59
39 H -2.8183 -1.0026 -0.8484  0.11
40 C 1.6235 -3.7006 2.7935  0.09
41 H 1.8714 -4.0779 3.7639  0.13
42 C 3.1446 -1.2154 -2.2186  -0.16
43 O -1.3293 1.4566 1.1705  -0.17
44 H 1.3810 -1.4758 3.0763  0.13
45 Ba 0.5175 0.4104 -0.5712  2.05
46 H 2.5664 1.7834 0.0246  0.00
47 H -2.6078 6.9342 -0.0964  0.14


Record 3
Density functional theory data (ωB97M-V with the def2-TZVPD basis set) for a single C17H19BrN2O5 molecule in a non-equilibrium geometry.

Results
HOMO (eV): -8.69
Net charge: 0
E (eV): -101196.973
SMILES: CCOC(=O)[C@@H]1[C@@H]([C@@H](C#N)C(=O)OCC)c2cc(Br)ccc2O[C@H]1N
Energy relative to the best compared isomer or geometry (same formula, charge and spin) (eV): 2.395
Gap between HOMO and LUMO (eV): 9.23

Each line ends with the Löwdin charge.
Element x y z (Å)
1 H -1.5163 -2.0079 -5.0841  0.10
2 H -1.6466 -3.8118 2.4492  0.13
3 H 0.2979 -4.3500 3.9113  0.07
4 C -1.1906 -0.2226 -1.6106  -0.12
5 H 3.5594 3.9080 1.2412  0.07
6 H -0.2336 -5.8133 2.9905  0.09
7 C 0.2113 -4.8072 2.9384  -0.07
8 H -0.7298 -4.4172 1.0930  0.13
9 H 3.1722 5.0939 2.4493  0.10
10 O 1.1248 3.2510 0.5787  0.01
11 H 1.2187 -4.9447 2.5398  0.08
12 H 0.4011 1.6794 -1.3019  0.15
13 H 1.8821 1.0993 -0.4685  0.06
14 C -0.1878 -0.4162 0.6761  -0.08
15 H -2.0621 0.5901 0.1949  0.17
16 H 0.6870 -2.0653 -3.7481  0.12
17 H 0.7278 4.7338 2.0161  0.14
18 C -2.4741 -0.8215 -3.5898  -0.65
19 O -1.9970 -1.8492 0.9645  0.13
20 H 2.6706 5.3358 0.7368  0.08
21 C 1.1515 -0.7645 -0.0092  -0.32
22 C -1.3834 -1.5025 -4.1437  -0.09
23 C -0.4612 1.8916 -0.6413  -0.16
24 H 1.5979 -1.6338 0.4789  0.15
25 N 2.1457 0.2885 0.0908  0.10
26 C -0.2021 -1.5445 -3.3742  0.01
27 C 1.4747 3.9522 1.7659  -0.23
28 H 0.0864 0.1615 1.5577  0.16
29 H 1.5679 3.2391 2.5767  0.13
30 C -1.3902 2.7786 -1.3223  -0.14
31 C -0.0640 2.6216 0.6196  -0.44
32 H -3.2245 0.4043 -2.0001  0.11
33 O -0.0224 -2.5669 1.8793  0.01
34 O -0.8332 2.6484 1.5959  0.11
35 N -2.1299 3.4910 -1.9148  0.19
36 C -0.7980 -1.7256 1.1542  -0.41
37 C -2.3820 -0.1428 -2.3898  -0.07
38 O 1.1093 -1.1145 -1.4118  0.01
39 C -1.0583 0.4810 -0.2723  -0.13
40 C 2.7959 4.6006 1.5290  -0.07
41 H 3.0410 -0.0654 -0.2424  0.09
42 Br -4.2126 -0.8016 -4.4537  0.69
43 C -0.6217 -3.8956 2.0525  -0.20
44 C -0.1018 -0.9653 -2.1018  -0.19


Record 4
Density functional theory data (ωB97M-V with the def2-TZVPD basis set) for a molecular structure, C17H19Cl2N3Zr in a non-equilibrium geometry.

Results
HOMO (spin up / spin down) (eV): -6.51 / -6.51
Net charge: 0
E (eV): -48732.512
Gap between HOMO and LUMO (spin up / spin down) (eV): 5.22 / 5.22

Each line ends with the Löwdin charge.
Element x y z (Å)
1 H 1.1844 0.2820 -3.7583  0.11
2 H -0.9364 5.9796 4.4022  0.13
3 C -2.8520 5.7122 6.2451  -0.17
4 C -0.2056 -0.3853 -2.2500  -0.14
5 C -2.4736 0.8960 0.3160  -0.07
6 C -0.8124 -1.6070 -2.3737  -0.15
7 Cl 2.4899 0.6055 0.4854  -0.07
8 H -0.2166 2.9622 1.3848  0.14
9 H -4.6855 4.0080 5.2678  0.13
10 H -1.8436 -1.7833 -2.0571  0.09
11 Zr 0.3996 -0.0327 1.3538  0.73
12 H -0.8013 -2.4322 -0.1915  -0.08
13 H 2.0001 -3.5481 -2.5982  0.11
14 C -2.8144 5.0629 4.9668  -0.23
15 H -2.7671 0.0611 -0.3012  0.12
16 N -2.8632 6.2407 7.2894  0.17
17 N -2.3373 2.7202 1.5706  0.00
18 N -1.1161 1.2063 0.5026  -0.14
19 C -3.2255 1.7935 0.9979  0.00
20 C -2.6285 3.6632 2.5776  -0.18
21 H 0.0248 -2.6813 1.4234  -0.08
22 C -3.7815 3.5261 3.3613  0.02
23 H 2.4525 -1.5447 -3.7859  0.10
24 C -0.0467 -2.8001 -2.8499  -0.20
25 H -4.5805 2.8481 3.0497  0.11
26 C 1.1779 -0.1386 -2.7412  -0.22
27 H 1.3002 -2.6661 -1.1971  0.07
28 H -0.5393 -3.7230 -2.5126  0.11
29 H -0.7103 0.4563 -1.7799  0.06
30 H -0.7975 4.7716 2.2291  0.12
31 C -1.7288 5.2902 4.1070  0.00
32 H 1.6409 0.6217 -2.0999  0.05
33 H -4.2889 1.8444 1.1484  0.12
34 C 1.3950 -2.6814 -2.2968  -0.21
35 C -3.8458 4.1929 4.5893  0.00
36 C -1.6400 4.6014 2.8977  0.00
37 Cl 0.6183 0.1767 3.6812  -0.12
38 C -1.0875 2.3494 1.2255  -0.13
39 C -0.2038 -1.9562 0.5976  -0.32
40 H 0.0124 -2.8471 -3.9482  0.11
41 C 2.0724 -1.3960 -2.7663  -0.20
42 H 2.9675 -1.2012 -2.1671  0.09